Record 1
90
Properties=species:S:1:pos:R:3 method="wB97M-V/def2-TZVPD" relative_energy_kj_mol=0.0 spin_multiplicity=3 lumo_energy_ev="-4.3 / -3.3" e_tot_ha=-5344.957994
V 1.147 0.798 2.744
S 3.715 -1.346 2.731
S -1.420 0.340 0.626
S 0.587 -0.032 -0.560
S 1.686 -2.458 2.756
F 0.124 2.606 2.930
F -1.594 4.031 3.679
F 0.181 4.815 2.423
F 0.532 4.019 4.523
F 0.113 -1.998 2.366
F 4.210 -0.040 3.472
F -1.896 0.547 2.168
F 2.200 0.126 -0.305
O 4.409 -1.149 1.466
O 3.324 -0.243 -4.758
O 2.117 -3.372 1.636
O -2.147 -2.107 4.393
O -5.785 3.042 -0.401
O 2.691 1.924 1.971
O 4.209 -2.340 3.651
O -0.377 0.100 4.144
O -1.942 -1.011 0.414
O -1.551 -5.529 -0.826
O -2.076 1.456 -0.005
O -2.449 -0.352 -2.653
O 0.510 -1.450 -0.763
O -3.987 -2.977 -1.947
O 0.365 0.819 -1.665
O 1.350 -3.037 4.045
O 1.556 3.519 -1.712
O 2.941 -2.776 -3.974
O 3.807 1.801 -2.766
N 2.254 -0.828 2.799
N 0.144 0.535 1.054
C -2.203 -3.218 3.578
C 3.127 -2.793 -2.609
C 1.004 4.446 -2.634
C -5.307 2.291 0.687
C -0.837 0.862 5.268
C 1.969 0.109 -4.977
C -5.142 -2.347 -2.543
C 2.750 3.158 1.246
C -2.245 -0.394 -4.000
C -1.390 -4.365 -0.036
C 4.740 1.688 -1.725
B -0.217 3.911 3.365
H -4.702 1.474 0.293
H -1.278 -4.497 1.041
H 5.544 2.419 -1.811
H 2.373 -2.170 -2.128
H 1.492 -0.866 -4.875
H -1.712 -1.329 -4.175
H 1.117 2.670 -1.801
H 3.233 -1.875 -4.129
H -1.089 -0.543 4.181
H -2.256 -3.704 -0.013
H -4.962 -2.083 -3.585
H -1.615 0.456 -4.263
H -3.248 -2.366 -1.893
H 1.769 4.981 -3.197
H -2.401 -2.850 2.571
H -2.834 0.479 -2.364
H -0.318 1.806 5.435
H -5.325 -1.379 -2.076
H 3.875 0.515 -4.965
H 1.711 0.553 -5.939
H -0.686 0.262 6.165
H 3.105 3.935 1.924
H 4.141 -2.507 -2.329
H 3.627 1.802 2.144
H -6.037 -2.969 -2.533
H -2.996 -3.876 3.932
H 0.351 3.964 -3.362
H -1.877 1.090 5.033
H 3.146 -3.848 -2.332
H 1.557 0.637 -4.118
H 3.392 3.148 0.365
H -1.332 -3.873 3.583
H -4.872 2.887 1.489
H 4.110 1.863 -0.853
H -6.273 3.811 -0.097
H -2.270 -2.250 5.334
H -6.151 1.772 1.142
H 3.290 2.570 -2.514
H -2.441 -5.874 -0.720
H 1.759 3.366 0.842
H 5.026 0.643 -1.600
H 0.497 5.211 -2.047
H -0.488 -3.898 -0.431
H -3.155 -0.334 -4.596

---

Record 2
88
Properties=species:S:1:pos:R:3 method="wB97M-V/def2-TZVPD" smiles="NC(N)=O.NC(N)=O.NC(N)=O.NC(N)=O.NC(N)=O.NC(N)=O.NC(N)=O.NC(N)=O.NC(N)=O.NC(N)=O.NC(N)=O" relative_energy_kj_mol=177.6 lumo_energy_ev=-0.4 e_tot_ha=-2478.258642
O 3.182 5.487 -19.093
O 1.057 2.182 -24.866
O -2.272 5.496 -24.060
O 0.643 3.852 -14.761
O 2.277 7.682 -24.599
O 5.572 5.460 -21.696
O -1.112 -2.201 -22.715
O -2.955 0.384 -16.982
O -4.061 4.576 -17.434
O -4.094 1.113 -24.641
O -0.193 2.429 -19.787
N -1.812 -0.206 -23.585
N -0.935 1.457 -16.896
N 2.750 7.646 -18.465
N 4.259 6.532 -24.184
N 5.807 3.624 -23.016
N 1.449 4.039 -16.917
N -2.056 4.247 -18.450
N 2.605 6.706 -22.629
N 4.446 7.217 -19.886
N -1.626 5.468 -21.860
N -3.324 -1.707 -22.820
N -2.377 7.395 -22.788
N -3.861 3.031 -19.123
N 0.030 2.315 -22.047
N 2.425 3.845 -25.362
N -5.553 2.795 -24.167
N -1.627 0.215 -15.135
N 3.344 1.952 -24.449
N -3.799 2.394 -22.792
N 1.141 3.894 -20.869
N 2.071 2.315 -15.614
N 4.406 3.503 -21.280
C 1.353 3.473 -15.675
C 5.297 4.289 -21.909
C 3.481 6.697 -19.105
C 0.340 2.833 -20.827
C -1.914 0.656 -16.405
C -2.074 6.074 -22.997
C -4.549 1.921 -23.815
C -2.003 -1.388 -22.973
C 3.047 7.073 -23.872
C -3.394 3.981 -18.255
C 2.221 2.578 -24.905
H -1.433 4.483 -21.924
H 4.642 6.798 -25.075
H 4.723 5.834 -23.631
H 4.103 2.659 -21.723
H 4.521 8.212 -19.920
H 2.078 7.302 -17.798
H 0.704 4.703 -17.053
H 4.231 2.356 -24.678
H 1.599 4.418 -25.351
H 2.162 3.949 -17.617
H -6.074 2.552 -24.988
H 3.148 8.562 -18.403
H 1.735 7.070 -22.286
H 3.360 4.213 -25.317
H 3.215 6.336 -21.915
H 1.573 4.102 -21.754
H -3.527 -2.559 -22.333
H -1.505 6.021 -21.035
H -2.619 0.300 -23.954
H -0.752 0.408 -14.689
H -1.461 3.595 -18.944
H -1.736 7.856 -22.165
H 3.253 1.101 -23.923
H -0.100 1.526 -16.348
H -4.804 2.712 -19.228
H -5.692 3.590 -23.575
H -2.900 1.954 -22.700
H -1.689 4.898 -17.780
H 6.399 4.207 -23.588
H -1.037 1.896 -17.794
H -0.677 1.602 -22.116
H -4.028 3.253 -22.331
H 1.367 4.480 -20.082
H 5.860 2.633 -23.146
H -2.618 7.828 -23.668
H 4.073 3.921 -20.415
H 0.534 2.575 -22.880
H 2.072 1.859 -14.718
H -3.169 2.561 -19.682
H 2.518 1.927 -16.422
H 5.063 6.549 -20.347
H -2.220 -0.496 -14.747
H -0.901 0.106 -23.875
H -4.004 -0.988 -22.994

---

Record 3
72
Properties=species:S:1:pos:R:3 method="wB97M-V/def2-TZVPD" smiles="NC(N)=O.NC(N)=O.NC(N)=O.CO.CO.CO.CO.CO.CO.CO.CO" relative_energy_kj_mol=553.3 lumo_energy_ev=-0.2 e_tot_ha=-1601.495155
O -13.637 18.864 -8.696
O -11.320 15.304 -11.460
O -10.943 18.020 -8.642
O -9.175 15.237 -9.661
O -12.387 17.672 -12.603
O -12.558 20.526 -6.776
O -7.117 16.292 -6.569
O -8.647 21.483 -9.155
O -8.617 19.412 -13.849
O -11.576 17.017 -5.762
O -6.441 21.275 -12.754
N -8.467 18.070 -7.303
N -10.147 18.941 -5.582
N -12.103 18.950 -4.532
N -9.370 16.007 -7.091
N -5.193 19.301 -11.995
N -6.623 20.133 -10.641
C -8.245 15.985 -10.372
C -12.422 15.246 -10.649
C -13.458 18.216 -11.817
C -11.439 21.185 -7.320
C -9.174 22.415 -10.047
C -8.345 16.756 -6.916
C -14.293 17.944 -7.792
C -10.436 18.672 -9.821
C -6.074 20.261 -11.843
C -9.209 18.888 -12.716
C -11.252 18.259 -5.238
H -9.142 15.591 -8.730
H -10.627 20.516 -7.538
H -11.102 22.084 -6.841
H -5.219 18.440 -11.493
H -7.356 15.434 -10.500
H -15.253 18.286 -7.619
H -10.258 16.437 -7.080
H -4.789 19.408 -12.984
H -9.390 15.113 -6.662
H -8.645 16.168 -11.303
H -12.612 14.199 -10.392
H -10.822 19.684 -9.834
H -11.914 18.010 -8.714
H -12.924 18.528 -4.065
H -12.247 15.815 -9.758
H -14.376 17.811 -12.171
H -13.206 17.874 -10.864
H -13.362 19.684 -8.173
H -8.831 23.389 -9.733
H -9.349 18.601 -9.969
H -6.261 19.436 -10.031
H -10.260 22.408 -10.055
H -9.584 19.715 -12.091
H -13.457 19.352 -11.852
H -12.176 16.794 -12.227
H -10.048 19.911 -5.479
H -13.705 17.782 -6.826
H -8.918 22.170 -11.105
H -9.462 18.528 -6.288
H -9.959 18.128 -12.938
H -10.505 15.239 -10.974
H -13.384 15.555 -10.990
H -7.515 18.326 -7.580
H -12.320 19.846 -6.109
H -8.361 20.253 -13.571
H -8.443 18.327 -12.241
H -8.642 21.912 -8.303
H -14.452 16.990 -8.214
H -7.446 20.663 -10.303
H -10.859 18.111 -10.561
H -7.925 16.880 -9.939
H -11.860 19.883 -4.280
H -11.778 21.422 -8.297
H -9.249 18.254 -7.938

---

Record 4
66
Properties=species:S:1:pos:R:3 method="wB97M-V/def2-TZVPD" relative_energy_kj_mol=44.9 spin_multiplicity=2 total_charge=-1 lumo_energy_ev="2.3 / 2.2" e_tot_ha=-1272.883279
O 0.707 -5.678 1.297
O 1.063 2.212 -3.747
O 2.590 0.454 4.740
O 0.910 -2.299 -1.970
O 0.236 -0.612 0.743
O -4.508 1.025 1.009
O 3.623 -2.039 -1.177
O 2.744 2.346 0.462
O -3.261 0.955 -1.513
O -1.615 -1.884 2.668
O 0.181 3.568 0.909
C 1.201 -2.602 -3.377
C 3.875 -2.141 0.214
C 1.382 0.533 4.044
C 0.383 1.007 -3.753
C -0.577 3.930 -0.285
C -4.214 2.340 1.537
C -2.579 -2.281 1.668
C 2.737 1.207 -0.299
C 0.808 -4.268 1.343
C -3.460 2.010 -2.411
C -0.520 0.557 0.713
H 1.029 0.146 -3.585
H -0.835 -1.480 2.280
H -1.589 0.382 0.590
H -5.115 2.793 1.951
H 4.522 -1.318 0.517
H 4.181 -3.122 0.577
H 1.114 -0.404 3.555
H 0.927 -3.778 0.377
H -4.042 0.959 0.172
H -3.498 -2.510 2.208
H -4.420 1.893 -2.915
H 0.423 2.917 -3.873
H -0.310 0.906 -4.589
H 1.231 1.361 3.352
H 2.759 1.295 5.171
H -2.744 -1.524 0.902
H 1.829 2.565 0.653
H 1.517 -6.045 0.933
H 2.948 -1.858 0.711
H -3.719 3.029 0.854
H -2.292 -3.217 1.188
H 1.745 -3.540 -3.485
H -2.614 2.139 -3.086
H -0.043 -3.762 1.797
H -0.450 4.959 -0.622
H 2.539 0.334 0.324
H 1.668 -1.782 -3.923
H 0.271 -1.063 -0.103
H 1.729 -2.153 -1.490
H -3.506 2.197 2.354
H -0.137 3.389 -1.123
H -1.637 3.701 -0.176
H 1.974 1.294 -1.073
H 0.267 -2.712 -3.928
H 1.731 -3.895 1.787
H 3.702 1.115 -0.796
H -0.335 0.952 -2.934
H -3.310 0.087 -1.920
H 4.335 -2.511 -1.614
H -0.176 4.106 1.619
H -0.421 1.102 1.652
H -0.153 1.132 -0.137
H 0.646 0.664 4.837
H -3.445 2.916 -1.805